{"formula": "C18H23N3O3", "method": "ωB97M-V with the def2-TZVPD basis set", "e_lumo_ev": 0.722, "relative_energy_ev": 0.000, "smiles": "CC[C@@H](C)NC(=O)CN1C(=O)N[C@]2(CCc3ccccc3C2)C1=O", "homo_energy_ev": -8.8614, "charge": 0, "symbols": ["C", "C", "H", "H", "C", "N", "C", "O", "C", "N", "C", "O", "C", "N", "C", "O", "H", "C", "C", "C", "C", "C", "C", "C", "C", "C", "H", "H", "H", "H", "H", "H", "H", "H", "H", "H", "H", "H", "H", "C", "H", "H", "H", "H", "H", "H", "H"], "positions_angstrom": [[-3.05001, -3.10664, -0.43267], [-3.69051, -1.73771, -0.23807], [-4.65663, -1.85059, 0.25649], [-3.05238, -1.12119, 0.39440], [-3.91496, -1.00569, -1.56597], [-2.64684, -0.78734, -2.25813], [-1.62669, -0.06401, -1.76788], [-1.61313, 0.50353, -0.69778], [-0.41238, -0.00477, -2.71796], [0.62249, 0.75001, -2.06908], [1.33165, 0.26324, -1.00476], [1.42221, -0.90027, -0.70744], [1.95693, 1.47449, -0.31385], [1.54961, 2.54472, -1.20023], [0.68343, 2.14785, -2.15849], [0.10936, 2.81585, -2.97780], [1.68502, 3.51665, -0.98041], [1.32019, 1.63584, 1.07378], [1.91187, 0.72247, 2.11251], [1.22735, 0.55474, 3.31164], [1.73963, -0.23695, 4.32041], [2.95410, -0.87740, 4.13781], [3.63617, -0.72011, 2.94753], [3.12976, 0.07707, 1.92666], [3.88375, 0.17764, 0.63109], [3.47977, 1.39894, -0.18562], [3.93040, 1.35797, -1.17951], [3.82522, 2.31045, 0.30931], [3.67328, -0.72653, 0.05316], [4.95809, 0.20384, 0.82614], [4.58061, -1.22419, 2.79805], [3.36496, -1.49894, 4.91965], [1.19437, -0.35602, 5.24492], [0.27856, 1.05401, 3.44758], [1.46379, 2.67411, 1.39488], [0.24354, 1.45989, 0.99598], [-0.04469, -1.01227, -2.92675], [-0.68103, 0.51179, -3.64258], [-2.53215, -1.21521, -3.16162], [-4.63322, 0.32586, -1.35429], [-4.03542, 0.96476, -0.71109], [-5.60017, 0.15913, -0.88800], [-4.78428, 0.83102, -2.30562], [-4.51607, -1.64138, -2.22595], [-2.95168, -3.61327, 0.52380], [-2.05692, -3.00755, -0.86462], [-3.65693, -3.72789, -1.08962]], "lowdin_charge": [-0.10, -0.22, 0.11, 0.11, -0.36, 0.10, -0.45, 0.09, -0.02, 0.06, -0.35, 0.14, -0.35, 0.17, -0.49, 0.10, 0.16, -0.04, -0.16, -0.04, -0.09, -0.09, -0.04, -0.17, -0.13, -0.09, 0.13, 0.13, 0.12, 0.12, 0.11, 0.10, 0.10, 0.11, 0.14, 0.13, 0.14, 0.14, 0.15, -0.05, 0.07, 0.08, 0.08, 0.14, 0.07, 0.07, 0.07]}